1.
Formula: C66H146O6P4
Source: the OMol25 dataset
Level of theory: ωB97M-V/def2-TZVPD

Summary:
- max |F| (eV/A) = 2.73
- charge = +2
- molecular weight (g mol⁻¹) = 1159.8
- calculated total energy (hartree) = -4418.777838
- highest occupied orbital energy (Ha) = -0.3969
- energy relative to the best compared isomer or geometry (same formula, charge and spin) (kJ/mol) = 167.2
- frontier orbital gap (eV) = 7.0

Positions of all 222 atoms, in Å:
C (6.269, -3.361, -0.301)
C (4.786, -3.822, -0.275)
C (3.890, -2.607, -0.139)
C (2.396, -2.949, -0.073)
P (1.571, -3.368, 1.538)
C (-0.083, -4.232, 1.250)
C (-0.783, -4.961, 2.407)
C (-1.570, -4.001, 3.321)
C (-2.726, -3.280, 2.624)
C (2.566, -4.577, 2.485)
C (3.733, -3.949, 3.271)
C (4.511, -4.997, 4.082)
C (5.062, -6.191, 3.364)
C (1.440, -1.941, 2.623)
C (2.405, -0.725, 2.517)
C (1.901, 0.366, 3.460)
C (2.014, 0.125, 4.983)
H (6.768, -3.225, -1.259)
H (6.823, -4.133, 0.235)
H (6.365, -2.407, 0.222)
H (4.690, -4.588, 0.492)
H (4.679, -4.294, -1.256)
H (4.004, -1.917, -0.978)
H (4.199, -2.003, 0.719)
H (2.198, -3.830, -0.688)
H (1.817, -2.100, -0.448)
H (0.155, -5.067, 0.578)
H (-0.731, -3.640, 0.604)
H (-0.041, -5.521, 2.979)
H (-1.439, -5.736, 2.005)
H (-0.885, -3.203, 3.625)
H (-1.932, -4.528, 4.203)
H (-3.565, -3.938, 2.379)
H (-2.498, -2.930, 1.613)
H (-3.154, -2.427, 3.149)
H (2.972, -5.346, 1.826)
H (1.893, -5.099, 3.168)
H (3.440, -3.102, 3.889)
H (4.491, -3.550, 2.587)
H (3.846, -5.382, 4.866)
H (5.297, -4.574, 4.713)
H (4.289, -6.733, 2.814)
H (5.526, -6.917, 4.031)
H (5.829, -5.907, 2.637)
H (1.423, -2.363, 3.630)
H (0.442, -1.522, 2.455)
H (2.412, -0.332, 1.502)
H (3.368, -1.089, 2.884)
H (0.845, 0.521, 3.209)
H (2.401, 1.308, 3.210)
H (3.079, -0.109, 5.067)
H (1.379, -0.711, 5.271)
H (1.808, 0.976, 5.627)
C (3.347, 9.360, 0.384)
C (3.920, 8.566, 1.566)
C (4.666, 7.245, 1.262)
C (3.632, 6.195, 0.851)
P (4.177, 4.525, 0.441)
C (5.421, 4.611, -0.920)
C (6.745, 5.338, -0.518)
C (7.946, 4.575, -1.080)
C (7.976, 4.472, -2.595)
C (4.930, 3.750, 1.917)
C (5.354, 2.295, 1.691)
C (6.168, 1.704, 2.843)
C (5.669, 2.023, 4.257)
C (2.770, 3.592, -0.043)
C (2.933, 2.628, -1.258)
C (1.704, 1.722, -1.310)
C (1.503, 0.894, -2.575)
H (2.542, 8.796, -0.097)
H (4.137, 9.365, -0.370)
H (2.939, 10.296, 0.751)
H (3.147, 8.506, 2.335)
H (4.707, 9.164, 2.037)
H (5.100, 7.077, 2.251)
H (5.478, 7.386, 0.555)
H (3.030, 6.547, 0.004)
H (2.798, 6.106, 1.558)
H (4.909, 5.173, -1.703)
H (5.598, 3.582, -1.230)
H (6.833, 5.563, 0.544)
H (6.650, 6.328, -0.972)
H (7.764, 3.573, -0.674)
H (8.937, 4.930, -0.799)
H (7.928, 5.462, -3.055)
H (7.095, 3.924, -2.947)
H (8.785, 3.917, -3.067)
H (4.138, 3.742, 2.670)
H (5.730, 4.419, 2.237)
H (5.930, 2.151, 0.772)
H (4.430, 1.739, 1.507)
H (7.225, 1.964, 2.779)
H (6.110, 0.620, 2.722)
H (4.716, 1.529, 4.467)
H (5.495, 3.093, 4.370)
H (6.364, 1.637, 5.000)
H (1.988, 4.324, -0.265)
H (2.407, 3.080, 0.852)
H (3.799, 1.972, -1.149)
H (3.046, 3.172, -2.195)
H (0.748, 2.190, -1.056)
H (1.683, 0.971, -0.510)
H (2.314, 0.167, -2.681)
H (1.574, 1.443, -3.518)
H (0.551, 0.366, -2.548)
C (-6.670, 6.696, 2.696)
C (-6.114, 5.394, 3.297)
C (-4.635, 5.207, 3.026)
C (-4.038, 3.825, 3.493)
P (-3.734, 2.380, 2.375)
C (-2.477, 2.929, 1.121)
C (-2.737, 4.281, 0.401)
C (-1.870, 4.446, -0.866)
C (-2.414, 3.698, -2.063)
C (-2.980, 1.107, 3.417)
C (-3.666, 0.776, 4.754)
C (-2.945, -0.218, 5.678)
C (-1.964, 0.543, 6.644)
C (-5.304, 1.733, 1.757)
C (-6.053, 2.751, 0.850)
C (-6.021, 2.261, -0.582)
C (-6.581, 3.309, -1.582)
H (-6.617, 6.643, 1.606)
H (-6.174, 7.605, 3.028)
H (-7.734, 6.703, 2.931)
H (-6.640, 4.555, 2.835)
H (-6.296, 5.382, 4.374)
H (-4.072, 5.957, 3.586)
H (-4.454, 5.444, 1.977)
H (-4.768, 3.454, 4.218)
H (-3.128, 3.998, 4.068)
H (-2.298, 2.221, 0.310)
H (-1.540, 3.013, 1.676)
H (-2.444, 5.082, 1.085)
H (-3.802, 4.453, 0.246)
H (-0.835, 4.230, -0.591)
H (-1.908, 5.534, -0.965)
H (-2.517, 2.619, -1.933)
H (-1.983, 3.888, -3.046)
H (-3.453, 4.011, -2.218)
H (-1.892, 1.181, 3.442)
H (-3.123, 0.199, 2.815)
H (-4.679, 0.383, 4.636)
H (-3.865, 1.699, 5.308)
H (-2.451, -0.968, 5.062)
H (-3.651, -0.643, 6.387)
H (-2.545, 1.033, 7.424)
H (-1.423, 1.360, 6.156)
H (-1.167, -0.045, 7.100)
H (-5.929, 1.472, 2.610)
H (-5.030, 0.878, 1.133)
H (-5.616, 3.751, 0.892)
H (-7.092, 2.766, 1.178)
H (-6.626, 1.364, -0.714)
H (-4.994, 2.033, -0.883)
H (-5.956, 4.205, -1.553)
H (-7.609, 3.525, -1.289)
H (-6.594, 3.002, -2.627)
C (-2.217, -8.267, -5.282)
C (-2.759, -6.824, -5.164)
C (-1.749, -5.773, -5.638)
C (-2.254, -4.308, -5.714)
P (-2.234, -3.275, -4.232)
C (-2.574, -1.524, -4.645)
C (-4.029, -1.131, -4.974)
C (-4.563, -1.625, -6.320)
C (-3.890, -0.807, -7.458)
C (-3.452, -4.007, -3.021)
C (-2.753, -4.708, -1.805)
C (-3.766, -5.177, -0.775)
C (-4.784, -6.199, -1.288)
C (-0.499, -3.409, -3.634)
C (0.598, -3.082, -4.666)
C (1.942, -2.771, -3.962)
C (3.089, -2.372, -4.907)
H (-2.001, -8.582, -6.300)
H (-2.911, -8.992, -4.857)
H (-1.310, -8.313, -4.675)
H (-3.053, -6.575, -4.142)
H (-3.702, -6.763, -5.713)
H (-1.464, -5.896, -6.686)
H (-0.813, -5.922, -5.096)
H (-3.247, -4.166, -6.145)
H (-1.612, -3.834, -6.462)
H (-1.941, -1.428, -5.536)
H (-2.067, -0.896, -3.912)
H (-4.102, -0.050, -4.880)
H (-4.721, -1.564, -4.247)
H (-5.624, -1.381, -6.381)
H (-4.471, -2.642, -6.703)
H (-2.808, -0.946, -7.503)
H (-4.018, 0.257, -7.244)
H (-4.368, -1.018, -8.413)
H (-3.945, -4.765, -3.628)
H (-4.159, -3.244, -2.689)
H (-1.975, -4.033, -1.443)
H (-2.187, -5.577, -2.159)
H (-4.281, -4.348, -0.282)
H (-3.212, -5.590, 0.076)
H (-5.160, -5.903, -2.268)
H (-5.586, -6.330, -0.567)
H (-4.372, -7.191, -1.495)
H (-0.390, -4.396, -3.179)
H (-0.445, -2.762, -2.752)
H (0.343, -2.172, -5.216)
H (0.754, -3.907, -5.360)
H (2.233, -3.679, -3.420)
H (1.821, -2.034, -3.167)
H (2.704, -1.503, -5.447)
H (3.362, -3.104, -5.666)
H (3.982, -2.134, -4.332)
O (-1.924, -1.420, -1.371)
C (-1.439, -0.935, -0.223)
O (-0.197, -0.860, -0.023)
O (-2.332, -0.444, 0.510)
H (-2.878, -1.147, -1.325)
O (-4.782, -1.976, 0.420)
C (-5.132, -2.079, -0.899)
O (-4.459, -1.352, -1.698)
O (-6.067, -2.831, -1.227)
H (-4.100, -1.301, 0.346)


2.
Formula: C66H165N11O22
Source: the OMol25 dataset
Level of theory: ωB97M-V/def2-TZVPD

Summary:
- max |F| (eV/A) = 3.81
- SMILES string = COCCNCCOC.COCCNCCOC.COCCNCCOC.COCCNCCOC.COCCNCCOC.COCCNCCOC.COCCNCCOC.COCCNCCOC.COCCNCCOC.COCCNCCOC.COCCNCCOC
- molecular weight (g mol⁻¹) = 1465.1
- calculated total energy (hartree) = -4870.600632
- highest occupied orbital energy (Ha) = -0.2971
- energy relative to the best compared isomer or geometry (same formula, charge and spin) (kJ/mol) = 393.4
- frontier orbital gap (eV) = 8.6

Positions of all 264 atoms, in Å:
C (16.307, 17.477, 18.193)
O (16.678, 16.704, 17.060)
C (15.574, 16.172, 16.298)
C (16.130, 15.243, 15.243)
N (15.135, 14.716, 14.309)
C (14.872, 13.298, 14.198)
C (13.718, 12.802, 15.167)
O (14.136, 13.231, 16.417)
C (13.202, 12.733, 17.402)
H (15.800, 16.831, 18.902)
H (15.722, 18.381, 17.975)
H (17.185, 17.832, 18.698)
H (14.922, 16.806, 15.744)
H (14.887, 15.614, 16.980)
H (16.688, 14.440, 15.731)
H (16.900, 15.786, 14.694)
H (15.273, 15.125, 13.402)
H (15.686, 12.617, 14.279)
H (14.570, 13.129, 13.140)
H (13.681, 11.686, 15.236)
H (12.701, 13.151, 14.987)
H (13.631, 13.053, 18.340)
H (13.153, 11.646, 17.329)
H (12.191, 13.213, 17.296)
C (21.909, 20.123, 17.259)
O (21.267, 19.617, 18.336)
C (20.266, 20.477, 18.814)
C (19.866, 20.088, 20.193)
N (19.126, 18.854, 20.292)
C (18.535, 18.612, 21.582)
C (18.018, 17.214, 21.716)
O (19.129, 16.280, 21.735)
C (18.819, 14.879, 21.739)
H (22.544, 20.993, 17.459)
H (21.269, 20.418, 16.480)
H (22.534, 19.329, 16.897)
H (19.425, 20.408, 18.088)
H (20.537, 21.548, 18.829)
H (19.268, 20.937, 20.569)
H (20.819, 20.065, 20.764)
H (19.544, 18.041, 19.882)
H (17.687, 19.293, 21.752)
H (19.376, 18.707, 22.331)
H (17.228, 17.053, 20.980)
H (17.460, 17.094, 22.654)
H (17.858, 14.632, 22.156)
H (19.684, 14.462, 22.140)
H (18.774, 14.537, 20.648)
C (16.966, 27.174, 18.272)
O (17.497, 27.898, 17.165)
C (18.495, 28.798, 17.553)
C (18.908, 29.543, 16.304)
N (19.728, 28.764, 15.401)
C (19.879, 29.518, 14.123)
C (20.781, 30.776, 14.158)
O (22.132, 30.388, 14.646)
C (23.009, 31.511, 14.738)
H (17.706, 26.537, 18.821)
H (16.170, 26.511, 17.842)
H (16.442, 27.866, 18.934)
H (19.306, 28.208, 17.971)
H (18.049, 29.487, 18.295)
H (19.397, 30.507, 16.600)
H (17.964, 29.701, 15.752)
H (20.659, 28.767, 15.751)
H (18.890, 29.801, 13.731)
H (20.363, 28.830, 13.406)
H (20.429, 31.620, 14.738)
H (20.907, 31.143, 13.140)
H (23.893, 31.238, 15.202)
H (22.449, 32.295, 15.273)
H (23.403, 31.889, 13.760)
C (10.289, 24.553, 20.255)
O (10.663, 24.164, 19.003)
C (11.652, 23.172, 18.974)
C (11.726, 22.815, 17.520)
N (10.388, 22.260, 17.074)
C (10.279, 21.807, 15.710)
C (10.433, 22.929, 14.649)
O (10.412, 22.415, 13.315)
C (10.753, 23.436, 12.383)
H (9.604, 23.887, 20.768)
H (9.894, 25.552, 20.142)
H (11.172, 24.669, 20.915)
H (11.379, 22.268, 19.518)
H (12.612, 23.552, 19.396)
H (12.470, 22.015, 17.386)
H (12.109, 23.650, 16.880)
H (9.663, 22.992, 17.212)
H (9.280, 21.303, 15.571)
H (11.127, 21.156, 15.458)
H (11.362, 23.556, 14.698)
H (9.680, 23.697, 14.819)
H (11.008, 22.956, 11.445)
H (11.683, 23.911, 12.663)
H (9.918, 24.139, 12.359)
C (22.114, 24.091, 24.005)
O (20.809, 23.526, 24.068)
C (20.106, 23.689, 22.846)
C (18.889, 22.783, 22.970)
N (18.140, 22.819, 21.796)
C (16.859, 22.157, 21.867)
C (16.204, 22.124, 20.474)
O (15.712, 23.397, 20.181)
C (15.726, 23.795, 18.853)
H (22.771, 23.440, 23.446)
H (22.490, 24.069, 25.052)
H (22.157, 25.139, 23.642)
H (20.691, 23.447, 21.936)
H (19.717, 24.754, 22.722)
H (18.386, 23.075, 23.927)
H (19.254, 21.732, 23.075)
H (18.022, 23.790, 21.507)
H (16.173, 22.583, 22.640)
H (17.087, 21.076, 22.109)
H (15.420, 21.393, 20.290)
H (16.913, 21.821, 19.738)
H (16.764, 23.809, 18.534)
H (15.292, 24.822, 18.743)
H (15.131, 23.076, 18.258)
C (14.089, 24.822, 23.645)
O (14.826, 25.849, 23.101)
C (16.113, 26.107, 23.669)
C (17.030, 26.830, 22.726)
N (17.745, 25.995, 21.778)
C (18.902, 26.729, 21.209)
C (19.647, 25.824, 20.279)
O (20.143, 26.620, 19.212)
C (20.952, 25.815, 18.337)
H (14.064, 24.833, 24.749)
H (14.426, 23.891, 23.300)
H (13.108, 24.872, 23.235)
H (16.518, 25.142, 24.073)
H (15.948, 26.729, 24.589)
H (17.821, 27.170, 23.424)
H (16.546, 27.726, 22.363)
H (17.180, 25.580, 21.018)
H (19.481, 26.928, 22.193)
H (18.761, 27.680, 20.659)
H (18.999, 25.057, 19.834)
H (20.460, 25.325, 20.810)
H (21.822, 25.386, 18.872)
H (21.346, 26.424, 17.524)
H (20.342, 24.976, 17.920)
C (12.425, 27.236, 17.721)
O (11.936, 27.517, 16.427)
C (10.597, 27.925, 16.469)
C (10.076, 27.979, 14.995)
N (11.038, 28.735, 14.200)
C (10.859, 28.647, 12.777)
C (9.784, 29.690, 12.308)
O (9.448, 29.566, 10.887)
C (8.710, 28.398, 10.571)
H (12.067, 28.008, 18.419)
H (13.520, 27.135, 17.633)
H (11.973, 26.297, 18.005)
H (10.546, 28.954, 16.895)
H (10.013, 27.250, 17.117)
H (9.068, 28.393, 14.913)
H (10.013, 26.957, 14.654)
H (11.948, 28.389, 14.426)
H (10.521, 27.671, 12.477)
H (11.839, 28.817, 12.372)
H (10.016, 30.734, 12.482)
H (8.920, 29.515, 12.888)
H (8.071, 28.079, 11.437)
H (9.376, 27.520, 10.469)
H (8.109, 28.588, 9.654)
C (20.479, 15.649, 11.015)
O (21.605, 16.498, 10.820)
C (21.730, 17.015, 9.456)
C (22.727, 18.124, 9.327)
N (22.085, 19.313, 9.956)
C (22.820, 20.537, 9.717)
C (22.522, 21.613, 10.696)
O (22.955, 21.234, 11.980)
C (22.727, 22.123, 12.983)
H (20.290, 15.064, 10.092)
H (19.586, 16.283, 11.253)
H (20.740, 14.921, 11.749)
H (20.751, 17.357, 9.115)
H (22.044, 16.157, 8.825)
H (22.857, 18.404, 8.284)
H (23.688, 17.865, 9.704)
H (22.064, 19.106, 10.971)
H (22.679, 20.978, 8.707)
H (23.937, 20.338, 9.773)
H (21.403, 21.883, 10.730)
H (22.995, 22.632, 10.456)
H (21.666, 22.306, 13.218)
H (23.259, 23.087, 12.768)
H (23.125, 21.721, 13.892)
C (13.593, 21.707, 12.810)
O (14.302, 22.394, 11.838)
C (15.580, 22.768, 12.272)
C (16.298, 23.537, 11.209)
N (17.742, 23.621, 11.536)
C (18.550, 24.444, 10.662)
C (19.844, 24.884, 11.374)
O (19.471, 25.630, 12.548)
C (20.573, 26.352, 13.082)
H (13.223, 22.398, 13.597)
H (14.211, 20.899, 13.253)
H (12.765, 21.227, 12.343)
H (16.172, 21.843, 12.396)
H (15.593, 23.338, 13.211)
H (15.867, 24.519, 10.995)
H (16.277, 22.927, 10.299)
H (17.892, 23.877, 12.509)
H (17.997, 25.414, 10.449)
H (18.771, 23.920, 9.711)
H (20.509, 25.448, 10.719)
H (20.420, 24.009, 11.769)
H (20.197, 26.920, 13.967)
H (21.016, 26.995, 12.355)
H (21.367, 25.679, 13.401)
C (19.450, 19.550, 12.303)
O (18.240, 18.981, 12.641)
C (17.335, 18.905, 11.579)
C (16.197, 17.937, 11.912)
N (16.477, 16.489, 11.865)
C (16.731, 15.883, 10.586)
C (16.961, 14.420, 10.815)
O (18.098, 14.301, 11.631)
C (18.350, 12.970, 11.937)
H (20.046, 19.767, 13.186)
H (19.309, 20.473, 11.785)
H (20.101, 18.861, 11.704)
H (17.816, 18.613, 10.653)
H (16.980, 19.932, 11.430)
H (15.340, 18.097, 11.257)
H (15.910, 18.145, 12.948)
H (17.245, 16.302, 12.530)
H (17.639, 16.164, 9.991)
H (15.840, 15.980, 9.928)
H (16.976, 13.867, 9.889)
H (16.072, 14.064, 11.417)
H (18.779, 12.397, 11.114)
H (17.385, 12.473, 12.272)
H (19.106, 13.074, 12.706)
C (16.626, 20.951, 15.826)
O (17.480, 21.974, 16.267)
C (18.625, 22.180, 15.424)
C (18.739, 23.675, 15.134)
N (17.476, 24.219, 14.745)
C (17.332, 25.689, 15.015)
C (15.850, 25.935, 15.362)
O (15.128, 25.648, 14.154)
C (13.779, 25.479, 14.490)
H (17.289, 20.047, 15.790)
H (16.162, 21.179, 14.855)
H (15.793, 20.851, 16.554)
H (18.616, 21.528, 14.506)
H (19.518, 21.891, 15.990)
H (19.491, 23.913, 14.439)
H (19.082, 24.162, 16.100)
H (16.745, 23.706, 15.235)
H (17.635, 26.327, 14.203)
H (17.922, 25.967, 15.858)
H (15.680, 27.001, 15.549)
H (15.507, 25.256, 16.209)
H (13.438, 26.412, 14.864)
H (13.656, 24.683, 15.224)
H (13.278, 25.264, 13.584)


Question: frontier orbital gap of number 1 (C66H146O6P4)?
Answer: 7.0 eV


Question: Which value of energy relative to the best compared isomer or geometry (same formula, charge and spin) does entry 1 give?
Answer: 167.2 kJ/mol


Question: The lowest energy relative to the best compared isomer or geometry (same formula, charge and spin) belongs to which entry?
Answer: C66H146O6P4